162
Properties=species:S:1:pos:R:3 method="wB97M-V/def2-TZVPD" homo_energy_ev=-7.82 energy_ev=-71154.574 spin_multiplicity=1 lumo_energy_ev=0.17 e_above_lowest_ev=21.294
C -9.802 -6.640 -0.182
C -8.634 -7.711 -0.289
C -8.037 -7.728 -1.730
O -7.673 -7.611 0.734
H -10.208 -6.503 0.820
H -10.640 -6.735 -0.873
H -9.418 -5.640 -0.384
H -9.029 -8.701 -0.065
H -7.860 -6.693 -2.022
H -8.697 -8.115 -2.507
H -7.105 -8.293 -1.740
H -8.105 -7.644 1.591
C -10.408 -11.811 -2.562
C -10.279 -10.685 -1.522
C -11.233 -10.954 -0.308
C -10.653 -11.970 0.727
C -9.300 -11.365 1.162
C -8.279 -11.192 -0.010
N -8.886 -10.395 -1.052
O -7.975 -10.114 -2.036
C -7.165 -10.444 0.688
C -7.783 -12.621 -0.481
C -10.811 -9.386 -2.136
H -9.828 -11.683 -3.475
H -11.461 -11.771 -2.839
H -10.171 -12.773 -2.108
H -11.370 -10.007 0.215
H -12.170 -11.355 -0.694
H -10.548 -12.880 0.136
H -11.377 -12.152 1.522
H -8.948 -12.004 1.972
H -9.611 -10.420 1.607
H -6.286 -10.348 0.050
H -7.412 -9.428 0.994
H -6.927 -10.859 1.668
H -6.708 -12.570 -0.651
H -7.883 -13.308 0.360
H -8.320 -13.029 -1.337
H -11.889 -9.441 -2.289
H -10.345 -8.929 -3.009
H -10.665 -8.528 -1.480
H -7.676 -9.245 -1.756
C -4.955 -1.836 2.484
C -5.144 -2.552 1.139
C -4.444 -3.872 1.224
C -4.691 -4.838 0.081
C -6.177 -5.095 0.073
C -7.123 -3.852 0.085
N -6.634 -2.747 0.931
O -7.519 -1.620 1.061
C -7.424 -3.368 -1.431
C -8.431 -4.428 0.778
C -4.545 -1.699 -0.013
H -5.655 -1.008 2.591
H -4.010 -1.319 2.649
H -5.089 -2.408 3.401
H -3.379 -3.668 1.331
H -4.874 -4.352 2.103
H -4.314 -5.801 0.425
H -4.369 -4.602 -0.933
H -6.415 -5.790 0.878
H -6.309 -5.672 -0.842
H -8.378 -2.842 -1.424
H -6.625 -2.692 -1.735
H -7.466 -4.230 -2.098
H -9.162 -3.622 0.853
H -8.949 -5.206 0.218
H -8.387 -4.720 1.827
H -5.155 -0.798 -0.072
H -4.441 -2.257 -0.943
H -3.521 -1.353 0.126
H -8.181 -1.710 1.750
C -14.290 -5.419 -3.791
C -13.888 -6.945 -3.760
C -12.366 -7.005 -3.610
C -11.885 -6.763 -2.153
C -12.656 -7.654 -1.195
C -14.146 -7.642 -1.373
N -14.523 -7.868 -2.790
O -15.873 -8.056 -3.085
C -14.551 -8.858 -0.524
C -14.841 -6.371 -0.838
C -14.131 -7.482 -5.142
H -15.253 -5.271 -3.302
H -14.270 -4.992 -4.794
H -13.644 -4.699 -3.289
H -12.223 -8.006 -4.018
H -11.967 -6.346 -4.382
H -12.032 -5.704 -1.936
H -10.813 -6.924 -2.047
H -12.412 -7.240 -0.217
H -12.260 -8.669 -1.156
H -14.239 -8.684 0.506
H -15.607 -9.121 -0.584
H -14.094 -9.722 -1.007
H -14.734 -6.292 0.244
H -14.290 -5.502 -1.198
H -15.905 -6.206 -1.006
H -15.183 -7.279 -5.341
H -14.018 -8.547 -5.347
H -13.615 -6.845 -5.860
H -16.171 -7.152 -2.965
C -11.740 -4.421 3.776
C -11.346 -3.701 2.490
C -10.774 -4.691 1.444
C -11.766 -5.505 0.705
C -12.827 -4.607 0.043
C -13.508 -3.571 0.983
N -12.502 -2.931 1.872
O -13.099 -2.066 2.805
C -14.175 -2.519 0.084
C -14.641 -4.395 1.795
C -10.136 -2.785 2.715
H -11.011 -4.996 4.347
H -12.480 -5.176 3.515
H -12.138 -3.711 4.502
H -10.412 -4.170 0.558
H -9.999 -5.395 1.748
H -12.288 -6.225 1.335
H -11.315 -6.085 -0.099
H -13.587 -5.366 -0.142
H -12.327 -4.163 -0.817
H -13.521 -1.792 -0.398
H -14.616 -3.112 -0.717
H -14.925 -1.905 0.583
H -14.271 -5.274 2.322
H -15.178 -3.740 2.481
H -15.467 -4.800 1.210
H -10.222 -2.258 3.666
H -10.202 -2.000 1.961
H -9.175 -3.296 2.658
H -12.579 -1.282 2.612
C -3.483 -11.186 -0.809
C -3.160 -9.698 -1.016
C -4.451 -9.005 -1.605
C -5.538 -8.843 -0.587
C -4.976 -7.982 0.530
C -3.666 -8.454 1.208
N -2.700 -9.060 0.264
O -1.647 -9.751 0.944
C -3.049 -7.092 1.649
C -3.965 -9.485 2.383
C -2.127 -9.514 -2.154
H -2.854 -11.648 -0.048
H -3.338 -11.696 -1.761
H -4.511 -11.380 -0.501
H -4.238 -7.960 -1.831
H -4.812 -9.593 -2.448
H -5.778 -9.827 -0.185
H -6.422 -8.441 -1.082
H -5.736 -8.108 1.302
H -5.039 -6.947 0.196
H -3.594 -6.657 2.487
H -2.029 -7.181 2.023
H -3.126 -6.347 0.857
H -4.243 -10.451 1.961
H -3.038 -9.577 2.948
H -4.819 -9.069 2.917
H -2.438 -9.728 -3.177
H -1.282 -10.185 -2.004
H -1.589 -8.566 -2.159
H -2.070 -10.564 1.229